Formula: C40H95N13O16P4
Source: OMol25
Level of theory: the ωB97M-V functional and the def2-TZVPD basis

Results
- Energy: -4862.19353 Ha
- E_HOMO: -8.0147 eV
- SMILES: CN(C)P(=O)(N(C)C)N(C)C.CN(C)P(=O)(N(C)C)N(C)C.CN(C)P(=O)(N(C)C)N(C)C.CN(C)P(=O)(N(C)C)N(C)C.O=C1OCCO1.O=C1OCCO1.O=C1OCCO1.O=C1OCCO1.CCCC#N
- LUMO energy: 0.00830 Eh

Geometry as XYZ:
```
168
Properties=species:S:1:pos:R:3:forces:R:3:mulliken_charge:R:1
C 1.165 -3.818 -1.487 2.157 -0.831 -2.150 0.516
C 0.609 -5.069 -2.085 2.331 -0.901 -0.196 -0.535
O -0.431 -5.422 -1.156 0.744 -0.031 -1.281 -0.392
C -0.853 -4.227 -0.715 -4.029 -1.068 2.328 0.228
O -1.922 -4.106 -0.107 2.874 0.327 -1.523 -0.535
O 0.016 -3.293 -1.015 -1.978 3.465 1.830 0.261
H 1.608 -3.231 -2.292 -0.187 0.400 0.139 -0.032
H 1.956 -3.966 -0.752 -0.362 -0.156 0.543 -0.217
H 1.485 -5.717 -2.132 -0.698 -1.033 0.181 0.462
H 0.303 -4.892 -3.116 -0.782 -0.132 0.196 0.183
C 0.058 -2.580 -6.483 -0.861 0.220 -0.808 -0.296
C -0.886 -1.410 -6.246 -0.673 -0.556 0.802 -0.194
O -0.352 -0.857 -5.032 0.535 0.966 1.022 -0.275
C 0.842 -1.384 -4.741 1.174 -1.150 2.037 0.286
O 1.462 -1.360 -3.649 -2.235 0.650 -4.073 -0.275
O 1.231 -2.119 -5.832 0.910 -0.235 0.686 -0.333
H 0.140 -2.697 -7.563 0.830 -0.012 0.098 0.295
H -0.234 -3.556 -6.095 -0.176 0.184 0.382 0.245
H -1.915 -1.629 -5.961 -0.015 -0.389 -0.319 0.172
H -0.892 -0.731 -7.099 0.348 0.416 0.359 0.264
C 2.456 -1.673 4.455 -2.282 -0.196 1.336 0.118
C 3.878 -1.720 4.107 1.689 1.377 0.981 -0.419
O 4.019 -2.758 3.201 1.930 0.337 -0.969 -0.298
C 2.858 -3.221 2.888 -2.348 -1.550 0.786 0.673
O 2.678 -4.156 2.186 -0.419 -0.510 -1.242 -0.578
O 1.882 -2.642 3.652 -0.349 -1.580 -2.662 -0.308
H 1.954 -0.747 4.176 0.251 0.278 0.758 -0.153
H 2.211 -2.102 5.427 0.235 1.149 0.665 0.397
H 4.497 -2.038 4.946 0.251 0.929 0.067 0.300
H 4.073 -0.757 3.637 1.017 -0.113 0.149 0.312
C 0.483 0.071 -0.151 -0.907 -1.059 -1.468 1.119
C 1.813 -0.179 -0.803 0.318 0.130 0.560 0.596
O 2.654 0.366 0.264 2.030 0.479 -0.444 -0.443
C 2.001 0.524 1.433 0.665 -0.235 -0.469 0.075
O 2.404 0.938 2.490 0.480 -0.363 -0.887 -0.587
O 0.793 0.080 1.241 -2.800 0.105 0.158 0.853
H -0.243 -0.709 -0.377 0.145 -0.188 0.414 -0.492
H 0.044 0.973 -0.576 0.054 0.560 0.937 -0.775
H 1.976 0.316 -1.760 0.023 0.568 0.413 0.358
H 2.043 -1.215 -1.056 0.185 -0.167 0.782 -0.515
C 0.921 6.786 -3.616 -0.233 1.168 -0.298 -1.416
C 0.432 6.003 -2.445 1.516 0.162 1.351 -0.203
C -0.072 4.628 -2.792 -0.525 0.015 -0.095 -0.389
C -0.610 3.910 -1.663 -0.982 -1.781 2.143 0.205
N -1.066 3.268 -0.804 0.830 1.215 -1.425 -0.420
H 0.016 7.176 -4.081 0.286 0.089 -0.718 0.332
H 1.594 6.312 -4.330 -0.329 -0.433 0.037 0.350
H 1.478 7.647 -3.246 -0.065 0.146 -0.015 0.379
H -0.163 6.661 -1.813 -0.938 -0.381 -0.352 0.453
H 1.264 5.869 -1.754 0.370 -0.385 0.015 0.139
H 0.765 4.050 -3.185 -0.104 -0.075 -0.218 0.274
H -0.896 4.621 -3.506 0.168 0.218 -0.420 0.350
O -4.868 -0.023 2.569 -0.243 -0.643 0.099 -0.915
P -3.995 -0.577 3.624 0.483 -0.340 1.328 0.224
N -4.294 0.244 5.094 0.817 -0.210 -0.943 0.408
C -3.267 0.363 6.190 -1.733 -0.861 -1.699 -1.040
C -5.720 0.503 5.480 2.039 0.000 -0.876 -1.042
N -2.328 -0.355 3.265 -3.360 -2.201 1.257 0.959
C -1.534 -1.512 2.926 0.805 0.169 -0.752 -0.868
C -1.935 0.917 2.854 2.894 1.674 0.428 -1.784
N -4.191 -2.259 4.019 -0.008 1.347 -3.126 0.531
C -3.980 -2.756 5.331 -0.439 0.249 0.087 -0.915
C -4.754 -3.202 3.025 0.043 0.952 -0.094 -0.727
H -2.310 0.104 5.738 0.095 0.284 0.230 0.264
H -3.560 -0.425 6.883 0.422 0.350 0.779 0.355
H -3.302 1.374 6.596 0.174 -0.154 0.201 0.324
H -5.789 1.585 5.592 -0.345 -0.048 0.735 0.315
H -5.885 -0.110 6.366 -0.677 0.373 0.143 0.323
H -6.374 0.275 4.638 0.064 -0.389 0.170 0.289
H -2.088 -2.435 3.095 0.266 0.196 0.176 0.374
H -1.224 -1.495 1.881 -0.461 -0.001 -0.499 -0.078
H -0.546 -1.516 3.386 -0.078 -0.056 0.784 0.166
H -2.549 1.782 3.104 -0.690 -0.621 -0.545 0.486
H -1.028 1.159 3.408 0.479 0.230 0.944 0.770
H -1.385 0.964 1.914 -1.208 -0.064 -1.056 0.053
H -3.033 -2.339 5.676 -0.110 -0.374 0.700 0.246
H -4.854 -2.460 5.911 0.271 0.009 0.899 0.206
H -3.983 -3.845 5.294 0.398 0.021 0.142 0.378
H -4.569 -2.856 2.008 -0.046 0.273 0.065 -0.009
H -5.835 -3.264 3.152 -0.122 -0.281 -0.022 0.318
H -4.306 -4.195 3.048 0.127 0.005 0.479 0.381
O 4.668 -3.682 -3.520 -1.214 -1.988 -0.165 -0.824
P 5.893 -3.002 -3.169 2.380 2.258 -0.538 0.018
N 6.220 -2.901 -1.548 -1.085 0.989 1.747 0.472
C 7.280 -1.988 -1.106 1.771 -1.103 -0.557 -1.117
C 5.470 -3.594 -0.436 -0.054 0.205 -1.217 -0.984
N 5.776 -1.348 -3.635 2.393 -0.077 -0.819 0.530
C 5.000 -0.424 -2.879 -2.171 0.122 0.972 -1.383
C 5.820 -0.876 -5.042 -0.557 -1.108 0.300 -0.972
N 7.361 -3.597 -3.907 -1.746 0.711 0.282 0.273
C 8.553 -2.770 -4.034 -0.263 -0.878 1.066 -1.045
C 7.355 -4.858 -4.641 -0.177 -0.009 -0.121 -1.140
H 7.311 -1.544 -0.111 -1.090 -0.452 0.223 0.392
H 7.522 -1.152 -1.762 -0.578 -0.150 -0.355 0.324
H 8.140 -2.655 -1.153 0.834 0.474 0.335 0.414
H 4.410 -3.393 -0.597 -0.053 -0.246 0.278 0.202
H 5.755 -3.260 0.562 0.146 0.570 -0.323 0.336
H 5.644 -4.669 -0.398 -0.036 -0.078 -0.417 0.331
H 4.972 0.609 -3.225 0.791 -0.042 -0.440 0.540
H 3.959 -0.726 -2.994 -0.569 0.043 0.104 0.371
H 5.122 -0.345 -1.799 0.721 -0.455 0.050 0.273
H 4.795 -0.651 -5.335 -0.176 0.174 -0.143 0.276
H 6.417 0.022 -5.200 0.202 -0.023 0.330 0.289
H 6.133 -1.648 -5.745 0.303 -0.125 0.251 0.337
H 8.950 -2.952 -5.033 0.012 1.099 -0.182 0.450
H 8.314 -1.787 -3.629 0.146 0.384 -1.166 0.356
H 9.334 -3.093 -3.346 0.260 -0.435 0.127 0.286
H 7.172 -5.697 -3.970 -0.245 -0.101 -0.190 0.302
H 8.298 -5.068 -5.146 0.409 0.355 0.426 0.427
H 6.664 -4.842 -5.484 -0.522 -0.145 0.252 0.333
O -3.792 -1.966 -3.892 0.662 -0.508 -0.876 -0.873
P -4.682 -1.292 -2.949 -1.804 -0.837 2.250 -0.134
N -5.530 -0.035 -3.694 0.311 0.833 -0.462 0.383
C -6.103 -0.218 -5.059 -0.888 -1.146 0.410 -0.956
C -5.876 1.220 -2.984 0.278 -0.440 -0.459 -0.674
N -3.902 -0.681 -1.571 0.365 1.192 -1.210 0.718
C -2.651 0.149 -1.863 -1.591 -2.465 0.133 -0.877
C -4.041 -1.217 -0.207 -1.087 0.342 -1.044 -0.821
N -5.922 -2.384 -2.321 3.979 0.423 -0.458 0.532
C -5.656 -3.824 -2.181 0.098 0.149 0.943 -1.067
C -7.219 -1.867 -2.011 -0.148 -1.119 -0.547 -1.090
H -6.525 0.638 -5.586 0.508 0.717 0.738 0.352
H -6.978 -0.861 -4.965 -0.287 -0.241 0.051 0.285
H -5.523 -0.735 -5.824 0.852 0.057 0.590 0.258
H -6.352 1.916 -3.675 -0.054 -0.184 -0.113 0.350
H -4.971 1.716 -2.635 -0.081 -0.056 0.281 0.183
H -6.567 1.054 -2.157 0.085 0.060 0.104 0.195
H -2.299 0.649 -0.960 -0.559 0.602 -0.283 -0.003
H -1.899 -0.604 -2.096 0.454 0.317 -0.523 0.345
H -2.952 0.721 -2.741 0.817 0.555 0.233 0.454
H -3.845 -2.289 -0.207 0.239 0.059 0.467 0.279
H -3.438 -0.627 0.484 0.194 -0.289 -0.123 -0.056
H -5.072 -0.995 0.068 0.017 -0.437 0.492 0.302
H -5.684 -4.109 -1.129 -0.226 0.091 0.400 0.317
H -6.366 -4.499 -2.658 -0.326 0.353 -0.487 0.343
H -4.661 -4.169 -2.463 0.048 0.701 -0.509 0.259
H -7.658 -2.051 -2.992 -1.570 1.340 0.192 0.322
H -7.161 -0.879 -1.555 -0.338 0.120 -0.624 0.144
H -7.772 -2.493 -1.311 0.251 -0.193 0.237 0.386
O 1.038 7.005 4.326 -0.328 -0.829 -1.282 -0.851
P 0.699 5.679 3.718 -0.824 -0.262 0.528 0.413
N -0.941 5.510 3.181 2.494 1.148 1.564 0.291
C -1.791 6.688 3.599 0.858 -1.097 -1.013 -1.102
C -1.586 4.236 2.891 -0.297 0.679 0.689 -1.047
N 0.859 4.446 4.910 0.349 0.007 -0.608 0.410
C -0.119 4.048 5.907 -0.886 0.608 -0.739 -1.005
C 2.198 4.273 5.461 0.461 -0.779 -2.291 -1.159
N 1.657 5.254 2.376 0.401 1.374 1.392 0.477
C 1.439 3.980 1.839 -0.172 -1.331 -0.573 -1.047
C 2.768 6.037 1.792 -1.529 0.452 1.947 -0.990
H -1.510 7.438 2.859 -0.953 0.360 0.050 0.315
H -1.570 7.133 4.569 0.193 -0.485 0.165 0.326
H -2.817 6.322 3.578 -0.094 0.502 -0.256 0.392
H -2.095 4.313 1.930 -0.204 -0.320 0.065 0.418
H -2.267 4.091 3.730 -0.662 -0.475 -0.314 0.784
H -0.934 3.363 2.899 0.173 0.473 -0.114 -0.091
H -0.160 4.681 6.793 0.459 0.157 0.233 0.242
H -1.126 4.134 5.497 -0.022 -0.359 -0.098 0.177
H 0.103 3.022 6.200 -0.285 -0.040 0.049 0.433
H 2.665 5.235 5.674 0.064 -0.323 1.133 0.336
H 2.221 3.372 6.075 -0.141 0.884 1.249 0.407
H 2.814 3.818 4.686 0.357 0.426 -0.727 0.307
H 0.983 3.380 2.627 -0.056 -0.441 -0.471 -0.040
H 0.837 4.029 0.932 -0.394 -0.305 -0.043 0.070
H 2.374 3.492 1.562 0.241 -0.043 0.119 0.587
H 3.686 5.450 1.776 -0.022 0.039 -0.181 0.325
H 2.817 6.837 2.531 0.778 0.398 -0.294 0.368
H 2.505 6.497 0.840 0.086 -0.317 -0.251 0.232
```
Forces are in eV/Å.